# 1
{"formula": "C4H6Br2O", "method": "the ωB97M-V functional and the def2-TZVPD basis", "elements": ["C", "C", "C", "C", "O", "Br", "Br", "H", "H", "H", "H", "H", "H"], "xyz": [[1.31, -0.38, 1.18], [0.01, 0.28, 1.00], [-0.91, 0.00, -0.23], [-0.23, 0.20, -1.56], [1.23, 1.00, 0.97], [-1.54, -1.85, -0.04], [-2.48, 1.17, -0.10], [1.62, -0.69, 2.17], [1.73, -0.96, 0.37], [-0.58, 0.46, 1.90], [0.69, -0.38, -1.60], [0.03, 1.25, -1.68], [-0.88, -0.10, -2.38]], "nbo_charge": [-0.097, -0.010, -0.105, -0.676, -0.471, 0.044, 0.041, 0.188, 0.180, 0.202, 0.226, 0.241, 0.236], "homo_energy_ev": -10.2, "fmax_ev_per_a": 1.35, "orbital_gap_ev": 10.6798, "relative_energy_kcal_mol": 25.3, "e_tot_ha": -5379.23586, "charge": 0}

---

# 2
{"formula": "C4H6Br2P", "method": "the ωB97M-V functional and the def2-TZVPD basis", "elements": ["C", "C", "C", "C", "P", "Br", "Br", "H", "H", "H", "H", "H", "H"], "xyz": [[-1.21, -0.47, 0.64], [-1.11, -0.59, -0.64], [-0.26, 0.30, 1.34], [0.01, 0.20, -1.33], [1.24, 0.30, -0.03], [2.77, 1.95, -0.04], [2.31, -1.55, 0.11], [-1.83, -0.92, 1.26], [-1.67, -1.29, -1.32], [-0.51, 1.38, 1.48], [0.10, -0.27, 2.33], [0.45, -0.25, -2.33], [-0.29, 1.21, -1.47]], "nbo_charge": [-0.225, -0.150, -0.591, -0.809, 1.100, 0.025, 0.008, 0.245, 0.264, 0.272, 0.284, 0.301, 0.276], "homo_energy_ev": -14.6, "fmax_ev_per_a": 4.83, "orbital_gap_ev": 9.4876, "relative_energy_kcal_mol": 5.7, "e_tot_ha": -5645.12295, "charge": 1}

---

# 3
{"formula": "C4H6BrFO", "method": "the ωB97M-V functional and the def2-TZVPD basis", "elements": ["C", "C", "O", "C", "F", "C", "Br", "H", "H", "H", "H", "H", "H"], "xyz": [[-1.76, -1.37, -0.68], [-0.32, -0.78, -0.81], [-0.25, 0.31, 0.13], [0.99, 0.73, 0.50], [1.99, 0.09, 0.01], [1.38, 2.10, 1.36], [3.11, 2.05, 2.00], [-1.68, -2.41, -0.72], [-2.15, -0.88, 0.21], [-2.30, -0.92, -1.62], [-0.16, -0.33, -1.79], [0.42, -1.40, -0.43], [0.72, 2.81, 1.86]], "nbo_charge": [-0.627, -0.066, -0.506, 0.738, -0.300, -0.574, 0.060, 0.220, 0.239, 0.211, 0.188, 0.186, 0.231], "homo_energy_ev": [-7.6, -7.6], "fmax_ev_per_a": 7.93, "orbital_gap_ev": [8.3936, 8.3944], "relative_energy_kcal_mol": 77.2, "e_tot_ha": -2904.99566, "charge": 0, "smiles": "CCO/C(F)=C/Br"}

---

Repeat the second record exactly.
{"formula": "C4H6Br2P", "method": "the ωB97M-V functional and the def2-TZVPD basis", "elements": ["C", "C", "C", "C", "P", "Br", "Br", "H", "H", "H", "H", "H", "H"], "xyz": [[-1.21, -0.47, 0.64], [-1.11, -0.59, -0.64], [-0.26, 0.30, 1.34], [0.01, 0.20, -1.33], [1.24, 0.30, -0.03], [2.77, 1.95, -0.04], [2.31, -1.55, 0.11], [-1.83, -0.92, 1.26], [-1.67, -1.29, -1.32], [-0.51, 1.38, 1.48], [0.10, -0.27, 2.33], [0.45, -0.25, -2.33], [-0.29, 1.21, -1.47]], "nbo_charge": [-0.225, -0.150, -0.591, -0.809, 1.100, 0.025, 0.008, 0.245, 0.264, 0.272, 0.284, 0.301, 0.276], "homo_energy_ev": -14.6, "fmax_ev_per_a": 4.83, "orbital_gap_ev": 9.4876, "relative_energy_kcal_mol": 5.7, "e_tot_ha": -5645.12295, "charge": 1}

---

Please write out number 3 again, unchanged.
{"formula": "C4H6BrFO", "method": "the ωB97M-V functional and the def2-TZVPD basis", "elements": ["C", "C", "O", "C", "F", "C", "Br", "H", "H", "H", "H", "H", "H"], "xyz": [[-1.76, -1.37, -0.68], [-0.32, -0.78, -0.81], [-0.25, 0.31, 0.13], [0.99, 0.73, 0.50], [1.99, 0.09, 0.01], [1.38, 2.10, 1.36], [3.11, 2.05, 2.00], [-1.68, -2.41, -0.72], [-2.15, -0.88, 0.21], [-2.30, -0.92, -1.62], [-0.16, -0.33, -1.79], [0.42, -1.40, -0.43], [0.72, 2.81, 1.86]], "nbo_charge": [-0.627, -0.066, -0.506, 0.738, -0.300, -0.574, 0.060, 0.220, 0.239, 0.211, 0.188, 0.186, 0.231], "homo_energy_ev": [-7.6, -7.6], "fmax_ev_per_a": 7.93, "orbital_gap_ev": [8.3936, 8.3944], "relative_energy_kcal_mol": 77.2, "e_tot_ha": -2904.99566, "charge": 0, "smiles": "CCO/C(F)=C/Br"}